[1]
Entry from OMol25: C30H43BeBrN2P2S as an isolated structure (ωB97M-V/def2-TZVPD).

## Properties
Total energy = -4947.30926 hartree
Net charge = +2
E_HOMO (spin up / spin down) = -12.01 / -12.01 eV
Strongest force on any atom = 4.10 eV/A

The geometry in XYZ format:
```
80
Properties=species:S:1:pos:R:3:lowdin_charge:R:1
C -1.35403 -3.85363 6.33585 0.0221
C -0.53666 -3.75183 5.18821 -0.1942
C 0.49649 -4.73566 5.05453 0.0394
C 0.60738 -5.74180 6.03557 -0.0830
N -0.19706 -5.81494 7.09642 0.1107
C -1.14936 -4.89638 7.24906 -0.0816
C -0.74920 -2.70201 4.22429 0.1967
C -0.27036 -1.83831 3.42065 -0.0273
C 0.46076 -0.78039 2.72642 -0.2509
C 0.36047 -0.77580 1.30755 -0.1202
C 0.76335 0.39292 0.62158 -0.1077
C 1.48867 1.44352 1.25333 -0.6261
C 1.61071 1.37340 2.66801 -0.0362
C 1.14394 0.26096 3.37989 0.0473
Be -1.25434 -1.42457 2.14046 0.6311
P -2.13979 0.11146 -1.61816 0.9144
H 1.19663 -4.73360 4.23540 0.1187
H -2.12830 -3.12420 6.52238 0.1242
H 1.37991 -6.51010 5.95473 0.1296
H -1.78542 -4.97574 8.13183 0.1300
H 1.29574 0.10140 4.46316 0.1552
H 0.12304 -1.72919 0.77165 0.1659
H 1.94809 2.22173 3.24114 0.1234
H 0.41772 0.47457 -0.42992 0.0788
C -1.55352 1.64545 -2.51696 -0.3934
C -1.48212 1.56407 -4.03431 -0.1264
H -0.56052 1.88030 -2.09397 0.0362
H -2.21452 2.46458 -2.18523 0.0588
H -1.57125 2.56955 -4.45615 0.0825
H -0.52109 1.15848 -4.36523 0.0620
H -2.28619 0.95750 -4.46232 0.0510
C -1.59846 -1.30173 -2.67012 -0.4357
C -2.06250 -2.64040 -2.09714 -0.1559
H -0.50274 -1.26491 -2.69142 0.0449
H -1.94933 -1.19347 -3.70090 0.0675
H -1.67806 -3.46504 -2.72285 0.0868
H -1.68956 -2.80511 -1.07667 0.0375
H -3.15786 -2.73464 -2.07940 0.0743
C -3.95302 0.18120 -1.98639 -0.4052
C -4.42475 -0.06166 -3.42260 -0.1386
H -4.30161 1.16708 -1.63786 0.0565
H -4.38672 -0.56581 -1.30123 0.0707
H -5.48701 -0.33863 -3.39444 0.0823
H -4.35440 0.84643 -4.03207 0.0721
H -3.89343 -0.87437 -3.93318 0.0619
Br 1.70898 3.08941 0.45798 1.0268
P 3.51166 0.00056 -1.59450 0.9872
C 1.95797 0.09866 -2.52247 -0.4578
C 2.22836 -0.04615 -4.03559 -0.1560
H 1.44993 1.06371 -2.33185 0.0499
H 1.31878 -0.73226 -2.16746 0.0511
H 1.35769 -0.46701 -4.55796 0.0635
H 2.44613 0.93064 -4.48481 0.0780
H 3.08736 -0.70169 -4.22568 0.0614
C 3.98984 1.72817 -1.21167 -0.4891
C 5.48500 1.99235 -1.13686 -0.1507
H 3.55103 1.99724 -0.22595 -0.0528
H 3.52196 2.38230 -1.96868 0.0803
H 5.65140 3.06652 -1.03687 0.0741
H 5.93156 1.50771 -0.26692 0.0704
H 5.98197 1.64181 -2.04387 0.0736
C 3.39054 -0.85228 -0.01214 -0.4572
C 4.49843 -1.90860 0.08938 -0.1583
H 2.41063 -1.34464 0.00417 0.0477
H 3.44078 -0.13103 0.81471 0.0652
H 4.44872 -2.39983 1.06850 0.0684
H 4.34379 -2.66745 -0.68535 0.0734
H 5.48925 -1.46926 -0.03495 0.0696
S -2.57574 1.13228 1.53683 0.5739
C -2.57208 2.71087 0.88683 -0.7189
N -1.46828 3.53805 1.05810 0.0432
C -1.28870 4.69470 0.34749 -0.0891
C -2.26021 5.16047 -0.49601 -0.0414
C -3.48118 4.46823 -0.55380 -0.0179
C -3.63790 3.27333 0.14355 -0.0880
H -0.71759 3.20546 1.65797 0.0913
H -0.32817 5.19407 0.51615 0.1099
H -2.09673 6.06942 -1.07825 0.1277
H -4.30424 4.87136 -1.13146 0.1288
H -4.57062 2.72217 0.10783 0.1116
```



[2]
Entry from OMol25: C30H43Br60N3O3PS as an isolated structure (ωB97M-V/def2-TZVPD).

## Properties
Total energy = -156738.69865 hartree
Net charge = +1
E_HOMO = -9.91 eV
Strongest force on any atom = 5.48 eV/A

The geometry in XYZ format:
```
141
Properties=species:S:1:pos:R:3:lowdin_charge:R:1
C -2.04549 -6.17886 -2.62185 -0.0054
C -1.48911 -6.05431 -4.08547 -0.4113
O -0.77352 -6.95666 -4.48009 0.1451
N -1.73881 -4.93186 -5.01299 -0.0778
C -3.23242 -4.83361 -5.10181 -0.0354
N -1.21603 -3.68478 -4.56941 -0.0742
C -1.10296 -2.80777 -5.80421 -0.0701
C 0.31394 -2.14599 -5.99320 -0.1772
N 0.78787 -1.49305 -4.76104 -0.3463
P 0.09442 0.09456 -4.44964 0.8608
C -1.74221 0.05937 -4.05144 -0.2802
C 0.53272 1.34874 -5.76385 -0.2804
C 0.79930 -2.37232 -3.59565 -0.3623
S 2.61591 -2.77775 -3.25837 0.6852
C 3.26264 -1.80948 -1.83195 -0.1706
O 2.82485 -4.22469 -2.97251 -0.3815
O 3.41586 -2.38566 -4.46339 -0.3652
C 0.02657 -3.75618 -3.75868 -0.0682
H -3.17142 -6.23983 -2.57975 0.0607
H -1.66851 -7.12197 -2.14439 0.1102
H -1.75484 -5.32635 -1.94973 0.0203
H -3.67156 -5.82489 -5.41291 0.1313
H -3.57103 -4.08295 -5.85929 0.1049
H -3.68232 -4.57239 -4.09429 0.0411
H -1.95151 -3.24294 -3.97870 0.1775
H -1.26627 -3.47134 -6.70372 0.1499
H -1.93695 -2.05034 -5.86150 0.1222
H 1.08081 -2.89941 -6.35307 0.1433
H 0.21949 -1.40931 -6.84392 0.1354
H -2.06681 -0.84674 -3.45700 0.0368
H -2.09206 1.01167 -3.55917 0.0152
H -2.31166 -0.01325 -5.03015 0.0289
H 1.56740 1.14572 -6.16871 0.0662
H 0.62059 2.34315 -5.23539 -0.0200
H -0.24598 1.43721 -6.56619 0.0424
H 0.46924 -1.78051 -2.68787 0.0521
H 2.40952 -1.16352 -1.46817 0.0089
H 4.11512 -1.14623 -2.13089 0.0146
H 3.57796 -2.52389 -1.02045 0.0523
H -0.13468 -4.11322 -2.70236 0.0699
H 0.73724 -4.43709 -4.31835 0.1579
C 0.41613 1.29703 0.03787 -1.5835
Br 0.02989 -0.59004 -0.17157 0.5794
Br 1.93954 1.59509 1.18817 0.5436
Br 0.62715 2.17337 -1.67577 0.5324
H -0.44563 1.74384 0.52569 -0.1164
C -0.18555 6.00946 -6.09443 -1.6015
Br -0.39312 5.01285 -4.44778 0.5513
Br 0.64474 7.72782 -5.79040 0.5379
Br 0.74763 4.98479 -7.44646 0.5849
H -1.18304 6.20237 -6.47384 -0.1303
C 2.00342 -5.11290 0.93712 -1.5598
Br 2.86900 -3.65298 1.86939 0.5857
Br 1.60774 -6.58997 2.11840 0.5709
Br 0.42754 -4.51189 -0.02197 0.5974
H 2.70625 -5.47678 0.19314 -0.0150
C 6.25837 1.05928 0.61039 -1.5674
Br 5.26122 1.27362 2.25622 0.5165
Br 7.22247 -0.61852 0.57540 0.5453
Br 5.12926 1.26877 -0.94981 0.5913
H 6.99453 1.85616 0.57694 -0.0226
C -1.12139 1.60129 4.24123 -1.5835
Br 0.54620 0.71023 4.64856 0.5392
Br -0.84563 3.24939 3.26174 0.5709
Br -2.34629 0.41817 3.32296 0.5679
H -1.58206 1.86756 5.18621 -0.1517
C -4.57584 7.04287 -5.76960 -1.5864
Br -3.44481 8.37164 -4.92975 0.5578
Br -3.70925 6.20074 -7.28446 0.6159
Br -5.21624 5.73572 -4.49192 0.5536
H -5.44655 7.56377 -6.15467 -0.0266
C 4.23647 -0.23899 6.59317 -1.5733
Br 5.56601 0.95817 5.85632 0.5279
Br 2.89330 0.71182 7.61036 0.5499
Br 3.42981 -1.34662 5.22598 0.5164
H 4.75180 -0.90291 7.28090 -0.0403
C 4.66064 -5.12112 5.46561 -1.6191
Br 5.84888 -3.84798 6.30945 0.5658
Br 5.51027 -6.01863 3.97683 0.5406
Br 3.92834 -6.37932 6.74101 0.5765
H 3.82564 -4.55612 5.06102 -0.0665
C -4.39750 2.30272 -0.12509 -1.5824
Br -4.76495 3.67876 1.18458 0.5709
Br -2.62641 2.50960 -0.88448 0.6026
Br -4.68077 0.53118 0.59656 0.5261
H -5.11451 2.43122 -0.93102 -0.1468
C 0.42506 3.29941 9.88001 -1.5935
Br 1.75571 4.49963 9.14908 0.5715
Br -0.93296 4.24959 10.87778 0.5700
Br -0.34459 2.16578 8.50967 0.5257
H 0.93498 2.64661 10.58112 -0.0249
C -8.78991 2.31060 -1.80231 -1.5809
Br -9.14060 3.69485 -0.49857 0.5980
Br -7.02506 2.49359 -2.58448 0.6154
Br -9.07678 0.54205 -1.06786 0.5552
H -9.50751 2.44007 -2.60608 -0.0243
C -5.91792 -3.84677 -0.94987 -1.5841
Br -4.06199 -3.46388 -0.53977 0.5552
Br -6.97030 -2.23143 -1.08093 0.5477
Br -6.09815 -4.94700 -2.53417 0.6038
H -6.31580 -4.42160 -0.11938 -0.0201
C 2.52708 -10.58882 3.30872 -1.5958
Br 3.79017 -9.34775 2.52946 0.5263
Br 1.18319 -9.66945 4.35714 0.5212
Br 1.73506 -11.74584 1.97387 0.5723
H 3.08349 -11.22414 3.99018 -0.0243
C -0.65582 10.05742 -1.84111 -1.6282
Br -1.11850 8.17769 -1.82026 0.5438
Br -1.97756 11.11277 -2.78682 0.5423
Br -0.33464 10.74091 -0.05925 0.5813
H 0.27521 10.14894 -2.38982 -0.1059
C 7.72501 -4.40914 -1.73892 -1.5917
Br 7.18500 -6.26691 -1.69051 0.5775
Br 6.43150 -3.30970 -2.67019 0.6225
Br 8.10772 -3.72935 0.03419 0.5321
H 8.64978 -4.36060 -2.30456 -0.0253
C -0.72521 -10.12130 8.25537 -1.6140
Br 0.99132 -10.92470 8.64787 0.5635
Br -0.53366 -8.47985 7.24648 0.5266
Br -1.91863 -11.36669 7.37754 0.5658
H -1.17959 -9.85966 9.20531 -0.0287
C -4.87770 2.47848 5.64386 -1.5618
Br -5.40816 4.19220 4.91502 0.5498
Br -3.29562 2.61800 6.75701 0.5602
Br -6.33597 1.61768 6.58046 0.5938
H -4.61992 1.84183 4.80237 -0.0632
C -3.09126 6.95644 6.85544 -1.6046
Br -3.37490 6.02177 8.52528 0.5427
Br -2.20960 8.65824 7.12570 0.5772
Br -2.15298 5.85890 5.56547 0.5037
H -4.07113 7.16802 6.43941 -0.0324
C 7.07147 4.84076 5.61610 -1.6020
Br 6.05494 5.08996 7.24419 0.5673
Br 8.02860 3.15792 5.62057 0.5345
Br 5.96312 5.02886 4.03991 0.5573
H 7.81501 5.63018 5.57977 -0.0277
C 1.47001 12.58315 -4.61778 -1.5952
Br 1.12976 10.69020 -4.85443 0.5352
Br 2.99351 12.89821 -3.46709 0.5832
Br 1.64594 13.49664 -6.31408 0.5888
H 0.60106 13.00118 -4.11846 -0.0357
```



[3]
Entry from OMol25: C30H43F5IrOP2 as an isolated structure (ωB97M-V/def2-TZVPD).

## Properties
Total energy = -2529.72378 hartree
<S²> = 8.800
Net charge = +2
Spin multiplicity = 6
Energy above the lowest of the compared OMol25 structures with the same formula, charge and spin = 0.0 kJ/mol
E_HOMO (spin up / spin down) = -11.73 / -13.71 eV
Strongest force on any atom = 5.56 eV/A

The geometry in XYZ format:
```
82
Properties=species:S:1:pos:R:3:mulliken_spin:R:1
Ir 0.08957 -1.04879 -2.18268 1.3399
C -0.48718 -2.61995 1.02312 0.2026
C 0.84426 -2.69025 0.48279 0.4717
C 0.92391 -1.38887 2.36238 0.3082
C -0.41625 -1.87110 2.21994 0.3861
C 1.69242 -1.84796 1.25337 0.3259
C -1.67782 -3.35208 0.51845 0.0102
H -1.58091 -3.57368 -0.55264 0.0039
H -2.60767 -2.79185 0.69400 0.0033
H -1.76437 -4.31056 1.05559 0.0169
C -1.44241 -1.77151 3.28244 0.0232
H -2.40371 -2.16613 2.93640 -0.0019
H -1.56455 -0.73346 3.62557 0.0128
H -1.13650 -2.37731 4.15049 0.0185
C 1.45273 -0.79076 3.60078 0.0174
H 1.37412 -1.52064 4.42705 0.0276
H 0.87642 0.10057 3.89728 0.0123
H 2.51299 -0.52444 3.50133 -0.0052
C 3.14216 -1.61947 1.01370 0.0276
H 3.71925 -2.38168 1.55807 0.0167
H 3.46901 -0.64009 1.38188 0.0028
H 3.39068 -1.70102 -0.05452 0.0073
C 1.30138 -3.71020 -0.50235 -0.0283
H 1.55453 -4.63474 0.05893 0.0336
H 2.20380 -3.39354 -1.05534 -0.0020
H 0.52507 -3.99194 -1.24264 0.0061
C -1.05414 -0.46622 -3.81049 0.0454
C -0.94287 -1.91316 -3.62091 0.0236
C -0.12911 -2.70090 -4.61070 0.0043
C 1.38146 -2.55011 -4.39286 0.0297
C 1.75188 -1.77225 -3.14051 0.0034
C 1.70452 -0.31156 -3.04427 0.1142
C 1.27799 0.55072 -4.20106 -0.0147
C -0.12302 0.27940 -4.75174 0.0433
H -0.37622 -2.35116 -5.60781 -0.0006
H 1.82507 -2.12468 -5.30831 0.0015
H -0.43779 -3.75313 -4.53620 0.0024
H -0.06815 -0.21145 -5.73864 0.0007
H -2.05036 -0.01096 -3.66445 0.0094
H -1.75816 -2.48600 -3.16334 0.0187
H -0.58525 1.26254 -4.90813 0.0018
H 1.33615 1.58098 -3.82648 0.0052
H 2.44654 0.11175 -2.34074 0.0331
H 2.02127 0.44309 -4.99578 -0.0094
H 1.75165 -3.57851 -4.26152 0.0000
H 2.56222 -2.23808 -2.57505 0.0111
P -1.51483 0.17517 -0.85201 0.0589
P 1.42821 1.24838 -0.22488 0.1746
C -1.10923 1.88945 -1.43874 0.0572
C 0.30186 2.43048 -1.09761 -0.0187
H -1.86833 2.56077 -1.01337 0.0061
H -1.25621 1.90114 -2.52674 0.0090
H 0.84291 2.72470 -2.01189 -0.0046
H 0.24358 3.30748 -0.43126 0.0048
C 1.51586 1.86780 1.49053 0.0799
H 2.23822 1.27169 2.06920 -0.0085
H 0.55230 1.81212 2.01931 -0.0539
H 1.84712 2.91672 1.45137 0.0052
C 3.15461 1.67854 -0.69107 0.0420
H 3.15699 2.49178 -1.42716 -0.0032
H 3.68055 0.80893 -1.10776 0.0013
H 3.72151 1.97740 0.20447 0.0005
C -1.99392 0.54061 0.86968 0.0654
H -2.26439 -0.38567 1.38494 -0.0097
H -2.87869 1.20134 0.85780 -0.0009
H -1.22085 1.03480 1.46755 -0.0075
C -3.12665 -0.48118 -1.41783 0.0087
H -3.01640 -1.24962 -2.19237 -0.0012
H -3.76298 0.34226 -1.77293 0.0014
H -3.59369 -0.94720 -0.53277 0.0017
F -2.40593 6.47282 5.29192 0.0355
C -2.02014 5.27396 4.82247 0.2656
C -1.66325 5.14557 3.47716 -0.0425
F -1.69024 6.23096 2.66748 -0.0037
C -1.29238 3.91676 2.99145 0.1498
F -0.98276 3.79881 1.67487 0.0119
C -1.22026 2.75222 3.81935 0.1120
O -0.84402 1.61914 3.40491 0.4037
C -1.59674 2.93938 5.18504 0.1361
F -1.54953 1.86457 5.98779 0.0183
C -1.99106 4.16182 5.67587 -0.0495
F -2.34588 4.29723 6.97084 -0.0061
```



Q: Among the records above, which one has the highest strongest force on any atom?
A: C30H43F5IrOP2



Q: What is the formula in the first record?
A: C30H43BeBrN2P2S